82
Properties=species:S:1:pos:R:3:forces:R:3 method="wB97M-V/def2-TZVPD" charge=+1 multiplicity=1 energy_ev=-65701.1993
O 0.5823 1.4581 3.3472 -0.326 -1.221 0.447
C 0.3469 0.3791 3.8909 0.117 0.572 -0.399
N -0.9104 -0.1694 3.9450 0.249 -0.109 0.250
C -2.0354 0.4052 3.2231 0.058 -0.087 0.455
C -2.3335 -0.3459 1.9198 -0.317 1.032 -0.058
C -3.0455 -1.6822 2.2217 0.372 -0.004 0.092
C -4.4925 -1.5145 1.7494 -0.110 -0.006 -0.325
C -4.6511 -0.0068 1.5787 0.424 0.520 0.512
N -3.3227 0.4555 1.1155 -0.291 -1.759 3.079
N 1.3277 -0.4214 4.4986 -0.679 0.252 0.208
C 2.6954 -0.2518 4.2713 0.895 -0.025 -0.436
C 3.5440 -1.3786 4.2254 -0.500 0.461 -0.243
C 4.8302 -1.2490 3.7155 0.014 0.142 0.214
C 5.6913 -2.4675 3.4991 0.588 -0.512 0.036
F 6.9732 -2.2588 3.9328 -1.120 -0.288 -0.456
F 5.2142 -3.5701 4.1460 0.418 0.882 -0.597
F 5.7692 -2.7794 2.1628 -0.020 0.171 1.133
C 5.3345 -0.0072 3.3387 -0.225 0.019 0.031
C 4.5282 1.1186 3.4981 0.097 -0.330 0.107
C 5.1014 2.4568 3.1034 0.326 0.691 0.089
F 4.2328 3.4875 3.3063 0.746 -0.843 -0.231
F 6.2392 2.7408 3.8151 -0.992 -0.202 -0.770
F 5.4456 2.4703 1.7742 -0.207 0.084 1.029
C 3.2286 1.0157 3.9797 -0.020 -0.081 -0.099
H -1.0560 -1.0210 4.4770 0.024 0.345 -0.275
H -2.9212 0.3215 3.8750 0.248 0.219 -0.187
H -1.8265 1.4709 3.0563 0.073 -0.358 -0.011
H -1.4215 -0.4605 1.3191 -0.178 -0.023 0.253
H -2.5130 -2.5088 1.7452 -0.270 0.004 0.052
H -3.0486 -1.8637 3.3019 0.187 -0.046 -0.121
H -4.6441 -2.0592 0.8090 -0.024 0.313 0.049
H -5.2337 -1.8986 2.4516 0.147 -0.039 0.018
H -5.4211 0.2683 0.8744 -0.135 0.030 0.071
H -4.8656 0.4920 2.5344 -0.339 -0.304 -0.038
H -3.1889 1.4631 1.2129 -0.050 -0.308 0.160
H 1.0146 -1.3283 4.8247 0.291 0.217 -0.137
H 3.1622 -2.3528 4.5232 0.093 0.127 -0.163
H 6.3369 0.0807 2.9366 -0.057 -0.007 0.036
H 2.6144 1.9042 4.0693 0.131 -0.270 -0.028
C 2.0393 -5.6783 -4.7754 0.269 0.284 0.382
O 2.8116 -4.9252 -3.8086 -0.459 0.487 -0.164
C 2.4491 -3.6429 -3.5297 -0.281 0.122 -0.200
C 3.3487 -2.8858 -2.7383 -0.385 -0.370 -0.525
C 3.0838 -1.5534 -2.4801 -0.223 -0.288 0.207
C 1.8703 -0.9901 -2.8834 0.359 -1.319 -0.311
N 1.6855 0.3881 -2.6624 -0.822 2.056 -0.202
C 0.4783 1.0278 -2.4992 3.130 0.432 0.406
C -0.6281 0.4715 -1.7045 -2.153 -2.669 2.076
C -1.9534 0.9998 -2.0360 0.437 0.096 -0.671
C -3.0669 1.0051 -1.2644 0.430 -1.209 -2.350
C -4.2247 1.7819 -1.6790 -1.042 0.629 -1.116
C -5.5639 1.4849 -1.2971 0.674 0.029 0.084
C -6.6048 2.3716 -1.5577 0.198 0.272 -0.584
C -6.3828 3.4920 -2.3806 0.274 -0.197 0.122
C -5.1053 3.7098 -2.9229 -0.174 -0.248 0.131
C -4.0452 2.8795 -2.5648 -0.279 -0.090 0.396
O -0.3943 -0.3799 -0.8180 0.105 1.981 -1.935
N 0.7409 2.3559 -2.5940 0.520 -0.449 -0.693
C -0.2124 3.4483 -2.5548 -0.412 0.756 0.082
C 2.0908 2.5555 -2.8615 -0.880 -0.086 0.514
C 2.6822 1.3474 -2.8629 -0.666 -0.976 -0.033
C 0.9481 -1.7391 -3.6244 0.380 0.185 0.054
C 1.2490 -3.0480 -3.9954 0.509 -0.226 0.452
H 2.4501 -6.6860 -4.7054 -0.169 0.146 -0.118
H 0.9685 -5.6861 -4.5270 0.334 -0.056 0.010
H 2.1896 -5.2757 -5.7872 -0.042 -0.055 0.283
H 4.2523 -3.3687 -2.3708 -0.175 0.154 -0.158
H 3.8099 -0.9565 -1.9289 -0.211 -0.192 -0.014
H -1.9923 1.3629 -3.0676 0.057 0.489 0.313
H -3.1510 0.3394 -0.3447 0.295 1.089 -0.940
H -5.7846 0.5136 -0.8415 0.122 0.612 -0.035
H -7.5986 2.1765 -1.1525 0.252 -0.017 -0.258
H -7.2039 4.1729 -2.6299 0.341 -0.303 0.171
H -4.9267 4.5222 -3.6311 -0.151 -0.202 0.299
H -3.0519 3.0698 -2.9845 -0.455 0.084 0.324
H 0.3521 4.3772 -2.4227 -0.139 -0.246 0.024
H -0.7768 3.5232 -3.4961 0.236 -0.161 0.303
H -0.9126 3.3317 -1.7227 0.204 -0.013 -0.184
H 2.5124 3.5361 -2.9888 -0.074 0.037 0.016
H 3.7142 1.0726 -2.9837 -0.054 -0.037 -0.228
H 0.0134 -1.2880 -3.9570 0.235 -0.060 0.015
H 0.5587 -3.6065 -4.6316 0.251 0.275 0.312

***

19
Properties=species:S:1:pos:R:3:forces:R:3 method="wB97M-V/def2-TZVPD" charge=-1 relative_energy_kj_mol=73.0 multiplicity=1 energy_ev=-11507.3112
C -0.3157 1.8781 -0.7392 -0.167 1.152 -0.461
C -0.6419 2.3289 0.6660 1.201 0.516 1.016
C 1.1644 1.4710 -0.9267 -0.514 0.763 1.464
O -1.1918 0.8818 -1.2009 -0.607 -0.683 0.452
H -0.5192 2.7455 -1.4061 0.184 -0.355 0.120
H -0.5505 1.4888 1.3591 -0.526 -0.165 -0.121
H 1.0790 0.7222 -1.7081 1.032 -0.039 -0.026
H 1.8375 2.3332 -1.0398 -0.392 0.023 -1.167
H 1.5903 1.1658 0.0374 -0.439 -1.213 -0.235
H -1.3319 0.1969 -0.4825 0.746 0.354 -0.443
H -1.5580 2.9076 0.7912 -0.289 -0.461 -0.220
H 0.1452 3.0136 1.0373 -0.060 -0.035 -0.366
C 0.2122 -2.7371 -0.4355 -0.340 -1.242 0.226
C 0.2761 -1.7301 0.6992 -0.753 1.061 1.348
O 1.1925 -1.8481 1.5357 0.324 -0.117 -0.536
O -0.7007 -0.9134 0.8340 0.322 -0.315 -0.700
H 0.8287 -2.5997 -1.3219 0.107 0.468 0.111
H -0.8229 -2.9180 -0.7340 0.038 0.308 -0.182
H 0.5428 -3.6683 0.0405 0.132 -0.020 -0.278

***

82
Properties=species:S:1:pos:R:3:forces:R:3 method="wB97M-V/def2-TZVPD" relative_energy_kj_mol=437.1 s_squared=2.01 multiplicity=3 energy_ev=-81872.1469
Pd 1.4832 -0.1180 3.2394 -1.107 0.166 0.239
C -2.5885 0.0109 6.1391 -0.708 0.047 -0.243
C -2.2636 -0.2393 4.8641 -0.276 -1.002 0.754
C -2.6595 0.5438 3.6745 0.208 1.249 -0.491
C -1.5968 1.5637 3.1349 -1.176 0.206 -0.710
C -0.6474 2.1813 4.1020 0.490 0.146 0.414
C -0.9851 2.5439 5.3438 0.562 -0.148 -0.844
C -2.4086 2.5457 5.8298 0.190 0.380 0.410
C -2.7079 1.3739 6.7531 -0.861 0.214 0.157
C 3.2053 -0.5831 4.0276 1.055 -0.070 -0.507
H -2.7685 -0.8118 6.8382 1.093 0.173 -0.148
H -1.6432 -1.1176 4.6769 -0.781 -0.419 -0.071
H -3.6245 1.0613 3.8402 0.596 -0.168 0.146
H -2.9154 -0.1461 2.8592 0.219 -0.047 0.105
H -1.0615 1.0927 2.2887 0.037 0.388 0.302
H -2.2015 2.3915 2.7243 0.232 -0.226 -0.446
H 0.3707 2.3070 3.6982 -0.262 -0.182 0.638
H -0.1857 2.8068 6.0588 -0.592 0.086 -0.442
H -3.1397 2.5983 5.0137 0.324 0.243 0.180
H -2.4756 3.4633 6.4336 -0.398 -0.119 -0.171
H -1.9645 1.4060 7.5522 -0.204 0.009 -0.204
H -3.6570 1.5139 7.2872 -0.133 0.045 -0.197
H 3.0472 -1.3309 4.8262 0.245 0.544 -0.476
H 3.5293 0.4207 4.3910 0.074 -0.822 0.063
H 3.8697 -0.9501 3.2056 -0.236 0.193 0.744
P -0.1996 -1.8410 -3.1394 -1.271 0.092 0.866
P 1.6000 0.4068 -3.4756 0.014 0.797 -1.179
C -0.9866 -0.3040 -3.6829 1.298 1.147 -0.253
C -0.0830 0.6133 -4.1414 -0.821 -1.154 0.054
C -0.7356 -3.0974 -4.3740 0.362 -0.042 -0.427
C -1.8899 -2.9295 -5.1529 -0.098 -0.081 0.143
C -2.3446 -3.9706 -5.9695 0.144 0.139 0.061
C -1.5986 -5.1436 -6.0925 0.082 0.392 0.325
C -0.3794 -5.2599 -5.4189 -0.173 -0.037 -0.138
C 0.0551 -4.2479 -4.5725 -0.222 0.373 0.327
C -1.1308 -2.1193 -1.5853 0.405 -0.239 -0.008
C -0.7947 -1.2698 -0.5135 -0.153 -0.159 -0.221
C -1.4682 -1.3791 0.6947 -0.084 -0.137 0.247
C -2.4621 -2.3556 0.8582 0.125 -0.041 -0.263
C -2.7888 -3.2095 -0.2060 0.095 0.288 0.104
C -2.1282 -3.0889 -1.4320 0.022 -0.026 0.241
C 2.5187 1.0005 -4.9610 0.535 -0.570 -0.033
C 2.4380 0.1636 -6.0905 -0.149 0.466 0.066
C 2.8413 0.6414 -7.3352 0.061 -0.010 0.162
C 3.4127 1.9139 -7.4475 -0.173 -0.255 0.211
C 3.6117 2.6856 -6.3052 0.037 -0.060 0.106
C 3.1878 2.2273 -5.0554 -0.202 -0.069 -0.057
C 1.8121 1.7962 -2.3114 -0.063 -0.421 0.709
C 3.0062 1.8617 -1.5676 -0.173 0.235 -0.310
C 3.3195 3.0251 -0.8675 -0.256 0.128 -0.064
C 2.4085 4.0907 -0.8504 -0.066 -0.142 -0.162
C 1.1596 3.9625 -1.4726 0.185 -0.055 0.128
C 0.8479 2.7983 -2.1759 0.202 0.247 -0.122
H -2.0611 -0.1219 -3.5623 0.243 -0.290 -0.691
H -0.2921 1.3567 -4.9247 -0.132 0.252 0.903
H -2.4361 -1.9851 -5.1185 0.000 -0.388 0.090
H -3.2873 -3.8587 -6.5079 0.327 0.000 0.110
H -1.9632 -5.9545 -6.7127 0.080 0.076 0.022
H 0.2244 -6.1529 -5.5594 -0.060 0.179 0.080
H 1.0078 -4.3303 -4.0525 -0.195 -0.117 -0.034
H -0.0100 -0.5213 -0.6331 -0.105 -0.158 0.088
H -1.1957 -0.7218 1.5284 -0.152 -0.377 -0.381
H -2.9715 -2.4547 1.8217 0.206 0.039 -0.372
H -3.5626 -3.9693 -0.0769 0.249 0.260 -0.062
H -2.3964 -3.7382 -2.2637 0.099 0.068 0.176
H 2.0245 -0.8408 -5.9786 -0.011 0.254 -0.172
H 2.7021 0.0200 -8.2162 0.116 0.102 0.133
H 3.7086 2.2890 -8.4236 -0.017 -0.055 0.180
H 4.0931 3.6598 -6.3835 -0.103 -0.242 0.034
H 3.3564 2.8305 -4.1638 -0.150 -0.069 -0.241
H 3.6878 1.0148 -1.5627 0.013 0.174 -0.077
H 4.2747 3.1137 -0.3469 -0.350 -0.094 -0.102
H 2.6713 5.0240 -0.3460 -0.129 -0.375 -0.103
H 0.4315 4.7770 -1.4241 0.269 -0.326 0.043
H -0.1250 2.6843 -2.6472 0.187 0.146 0.017
F 1.1250 1.3449 7.5375 0.225 -0.962 0.593
Te 0.7073 -0.5063 7.2444 -1.176 0.522 -1.437
F -0.9718 -0.0893 8.1455 1.680 -0.525 -0.343
F 1.1367 -0.9550 9.0433 0.025 0.252 -1.003
F 2.4992 -1.0439 6.9580 -0.375 0.024 0.522
F -0.0841 -2.2350 7.0087 0.711 0.412 0.578
O 0.4665 -0.1346 5.4583 0.272 -0.468 1.734

***

- Which value of multiplicity does entry 3 give?
  3